Record 1
A molecular structure, C54H41N4O4SeTi. Source: OMol25; level of theory: wB97M-V/def2-TZVPD.

Computed properties:
E_HOMO in hartree: -0.35684
Lowest unoccupied orbital energy in hartree: -0.151
Orbital gap in eV: 5.594
Net charge: +1

```
105
Properties=species:S:1:pos:R:3:forces:R:3
Ti -0.3134 -0.1945 0.1384 0.0 0.9 -0.3
C 4.1880 4.4326 7.3999 0.0 0.0 0.0
O 4.3012 3.0414 7.1348 0.0 0.0 0.0
C 3.5822 2.5314 6.1099 0.0 0.1 0.0
C 3.6998 1.1547 5.9130 0.0 0.0 0.0
C 3.0015 0.5397 4.8956 0.1 0.0 0.0
C 2.1638 1.2754 4.0547 -0.1 -0.1 0.0
C 2.0546 2.6434 4.2591 0.0 0.0 0.0
C 2.7620 3.2822 5.2718 0.0 -0.1 0.0
C 1.3865 0.6177 2.9697 0.1 0.0 0.0
C 0.0102 0.5905 3.0637 -0.2 0.2 -0.2
C -0.7289 1.0234 4.2060 0.1 0.0 0.1
C -2.0379 1.0011 3.8742 -0.1 0.0 0.0
C -2.1288 0.5573 2.5172 0.3 0.1 0.0
N -0.8684 0.2594 2.0363 -0.2 -0.1 0.5
C -3.2908 0.6058 1.7547 -0.2 0.0 0.0
C -3.3318 0.1814 0.4404 0.1 -0.2 -0.1
C -4.4975 0.2106 -0.3935 -0.1 0.0 0.1
C -4.1728 -0.3620 -1.5710 0.0 -0.1 -0.1
C -2.8059 -0.7798 -1.4845 0.1 0.1 0.1
C -2.1596 -1.5435 -2.4302 0.0 0.0 -0.1
C -2.8843 -1.8769 -3.6916 0.0 -0.1 0.0
C -3.4932 -3.1187 -3.8771 0.0 0.0 0.0
C -4.1448 -3.4182 -5.0554 0.0 0.0 0.0
C -4.2009 -2.4750 -6.0823 0.0 0.0 -0.1
O -4.8553 -2.8615 -7.2027 0.0 0.0 0.0
C -4.9232 -1.9418 -8.2832 0.0 0.0 0.1
C -3.6086 -1.2275 -5.9077 0.0 -0.1 0.1
C -2.9549 -0.9422 -4.7130 0.0 0.0 0.0
C -0.8628 -2.0338 -2.2536 0.1 0.1 0.0
N 0.0285 -1.6115 -1.2892 0.0 -0.4 -0.1
C 1.2038 -2.3136 -1.5341 -0.1 0.1 -0.1
C 2.4286 -2.0667 -0.9357 0.1 0.0 0.0
C 3.6525 -2.6708 -1.5134 0.0 0.0 0.1
C 3.9890 -2.4650 -2.8452 0.0 0.0 -0.1
C 5.1631 -2.9759 -3.3857 0.0 0.0 0.1
C 6.0221 -3.7167 -2.5785 0.0 0.0 0.0
O 7.1908 -4.2508 -2.9913 0.0 0.0 0.0
C 7.5905 -4.0181 -4.3351 0.0 0.0 0.0
C 5.6852 -3.9527 -1.2440 0.0 0.0 0.0
C 4.5227 -3.4299 -0.7232 0.0 -0.1 0.0
C 2.5656 -1.2177 0.1613 -0.1 0.2 0.1
C 3.7947 -0.7633 0.7085 0.1 0.0 0.0
C 3.4988 0.0251 1.7769 0.0 0.0 0.0
C 2.0861 0.0481 1.9045 0.0 -0.1 -0.1
N 1.5102 -0.6782 0.8769 0.2 -0.2 0.2
C 1.0005 -3.2181 -2.6158 0.0 -0.1 0.0
C -0.2604 -3.0267 -3.0758 -0.1 0.0 -0.1
N -2.2853 -0.4167 -0.2466 -0.2 0.0 0.1
C -4.5186 1.2030 2.3558 0.0 -0.1 0.0
C -4.9781 2.4351 1.9176 0.0 0.1 0.0
C -6.1018 3.0309 2.4809 0.0 -0.1 0.0
C -6.7806 2.3796 3.5063 -0.1 0.1 0.0
O -7.8787 2.8697 4.1287 0.1 0.0 0.0
C -8.3584 4.1440 3.7232 0.0 -0.1 0.0
C -6.3327 1.1340 3.9497 0.0 0.0 0.0
C -5.2160 0.5589 3.3804 0.0 -0.1 0.0
H 4.7840 4.6201 8.2872 0.0 0.0 0.0
H 3.1512 4.7127 7.5958 0.0 0.0 0.0
H 4.5783 5.0227 6.5679 0.0 0.0 0.0
H 4.3395 0.5888 6.5765 0.0 0.0 0.0
H 3.0982 -0.5301 4.7526 0.0 0.0 0.0
H 1.4079 3.2270 3.6141 0.0 0.0 0.0
H 2.6675 4.3504 5.3929 0.0 0.0 0.0
H -0.2880 1.3015 5.1489 0.0 0.0 0.0
H -2.8795 1.2667 4.4916 0.0 0.0 0.0
H -5.4547 0.5960 -0.0851 0.0 0.0 0.0
H -4.8075 -0.5416 -2.4231 0.0 0.0 0.0
H -3.4626 -3.8552 -3.0824 0.0 0.0 0.0
H -4.6277 -4.3746 -5.2036 0.0 0.0 0.0
H -5.4704 -2.4475 -9.0723 0.0 0.0 0.0
H -3.9243 -1.6821 -8.6401 0.0 0.0 0.0
H -5.4586 -1.0342 -7.9962 0.0 0.0 0.0
H -3.6459 -0.4778 -6.6827 0.0 0.0 0.0
H -2.4965 0.0306 -4.5779 0.0 0.0 0.0
H 3.3325 -1.8784 -3.4781 0.0 0.0 0.0
H 5.3929 -2.7898 -4.4239 0.0 0.0 0.0
H 8.5547 -4.5029 -4.4480 0.0 0.0 0.0
H 7.6941 -2.9490 -4.5310 0.0 0.0 0.0
H 6.8802 -4.4553 -5.0399 0.0 0.0 0.0
H 6.3506 -4.5531 -0.6385 0.0 0.0 0.0
H 4.2651 -3.6333 0.3094 0.0 0.0 0.0
H 4.7696 -0.9916 0.3123 0.0 0.0 0.0
H 4.1830 0.5447 2.4263 0.0 0.0 0.0
H 1.7344 -3.9223 -2.9710 0.0 0.0 0.0
H -0.7556 -3.5320 -3.8882 0.0 0.0 0.0
H -4.4474 2.9513 1.1257 0.0 0.0 0.0
H -6.4262 3.9945 2.1204 0.0 0.0 0.0
H -9.2294 4.3473 4.3378 0.0 0.0 0.0
H -8.6518 4.1371 2.6714 0.0 0.0 0.0
H -7.6059 4.9176 3.8900 0.0 0.0 0.0
H -6.8826 0.6361 4.7370 0.0 0.0 0.0
H -4.8844 -0.4141 3.7241 0.0 0.0 0.0
Se -0.1899 2.0377 -0.7590 0.0 -0.3 -0.1
C 1.7133 2.0437 -1.0700 0.1 -0.1 0.0
C 2.2646 1.2856 -2.0979 0.0 0.0 0.0
C 3.6336 1.3314 -2.3276 0.0 0.0 0.0
C 4.4474 2.1338 -1.5414 0.0 0.0 0.0
C 3.8928 2.8902 -0.5177 0.0 0.0 0.0
C 2.5269 2.8464 -0.2770 0.0 0.0 0.0
H 1.6249 0.6717 -2.7211 0.0 0.0 0.0
H 4.0628 0.7411 -3.1275 0.0 0.0 0.0
H 5.5121 2.1756 -1.7296 0.0 0.0 0.0
H 4.5242 3.5171 0.0984 0.0 0.0 0.0
H 2.0937 3.4369 0.5200 0.0 0.0 0.0
```
Forces are in eV/Å.

Löwdin atomic charge list, values in e, 8 entries:
1. Ti 0.954
2. C -0.068
3. O -0.071
4. C -0.278
5. C 0.018
6. C -0.022
7. C -0.217
8. C -0.020


Record 2
C5H11NO in the gas phase. Source: OMol25; level of theory: wB97M-V/def2-TZVPD.

Computed properties:
E_HOMO in hartree: -0.34904
Structure (SMILES): CC[C@@H](C)NC=O
Energy relative to the best compared isomer or geometry (same formula, charge and spin) in kJ/mol: 155.06
Lowest unoccupied orbital energy in hartree: 0.034
Orbital gap in eV: 10.410

```
18
Properties=species:S:1:pos:R:3:forces:R:3
C 1.1600 -1.3717 -1.3029 0.0 -0.1 0.3
C 0.8340 0.0495 -0.8354 0.2 0.1 1.2
C -0.1278 0.0281 0.5956 0.3 -0.2 -0.9
C 0.2646 0.2075 2.1193 0.3 0.0 -0.5
N -1.2350 0.9469 0.3892 -0.1 0.1 -0.3
C -1.8010 0.9373 -0.8310 -0.2 -0.2 -0.3
O -1.5507 0.0589 -1.6358 -1.2 0.2 -0.2
H 1.6284 -1.9302 -0.4936 0.1 -0.2 0.0
H 0.2493 -1.9003 -1.6153 0.1 0.2 0.2
H 1.8477 -1.3972 -2.1618 -0.2 0.2 0.3
H 1.7206 0.6341 -0.6506 0.7 -0.1 0.5
H 0.4228 0.5297 -1.7425 -0.3 0.1 1.2
H -0.5140 -0.9900 0.5403 -0.2 -0.1 0.0
H 1.1556 -0.3426 2.4292 0.0 0.0 -0.3
H 0.3944 1.2476 2.4580 0.1 -0.2 -0.5
H -0.5523 -0.1868 2.7581 0.2 0.1 -0.6
H -1.4581 1.6778 1.0487 0.2 -0.1 -0.1
H -2.4385 1.8015 -1.0695 -0.2 -0.1 0.1
```
Forces are in eV/Å.

natural (NBO) atomic charge list, values in e, 8 entries:
1. C -0.619
2. C -0.392
3. C -0.038
4. C -0.625
5. N -0.624
6. C 0.521
7. O -0.624
8. H 0.193


Record 3
A molecular structure, C45H61BN4O4ReS3Se. Source: OMol25; level of theory: wB97M-V/def2-TZVPD.

Computed properties:
E_HOMO (spin up / spin down) in hartree: -0.27776 / -0.28188
Energy relative to the best compared isomer or geometry (same formula, charge and spin) in kJ/mol: 66.24
Expectation value of S²: 3.77
Lowest unoccupied orbital energy (spin up / spin down) in hartree: 0.006 / -0.021
Multiplicity: 4
Orbital gap (spin up / spin down) in eV: 7.725 / 7.088

```
120
Properties=species:S:1:pos:R:3:forces:R:3
Re -0.4170 -0.0496 -0.8275 1.0 -0.3 0.3
C 5.8380 -4.7238 1.2981 -0.1 0.1 -0.1
C 5.5352 -3.7420 0.1647 0.1 0.0 0.0
C 6.6516 -2.6872 0.1208 0.0 -0.1 0.0
C 5.5204 -4.5325 -1.1529 0.0 0.0 0.1
C 4.1945 -3.0356 0.3443 0.0 0.1 -0.1
C 3.7411 -2.1739 -0.6409 0.0 0.0 0.1
C 2.5123 -1.5425 -0.5269 0.0 0.2 -0.2
Se 2.0146 -0.3527 -1.9699 0.1 -0.2 0.5
C 2.5105 1.3821 -1.2675 -0.3 -0.1 0.0
C 3.6408 1.9922 -1.7758 0.1 0.0 0.0
C 3.9981 3.2665 -1.3594 0.0 0.0 0.0
C 3.2161 3.8504 -0.3648 0.1 0.0 0.0
C 2.0696 3.2748 0.1651 -0.4 -0.3 0.0
C 1.6535 2.0233 -0.3518 1.0 0.3 -0.4
O 0.4997 1.4751 -0.0078 -0.4 -0.2 0.2
C 1.2103 4.0030 1.2006 -0.1 0.0 0.1
C -0.1246 4.4035 0.5457 0.1 0.0 0.1
C 1.8887 5.2734 1.7215 0.0 -0.1 -0.1
C 0.9387 3.0924 2.4115 0.0 0.1 -0.1
C 5.1768 3.9771 -2.0208 0.0 0.0 -0.1
C 4.9352 4.0173 -3.5391 0.0 0.0 0.1
C 5.3209 5.4248 -1.5430 0.0 -0.2 0.0
C 6.4803 3.2244 -1.7230 -0.1 0.0 0.0
C 1.6481 -1.7577 0.5647 0.7 -0.3 -0.1
O 0.4033 -1.3154 0.6005 -0.7 0.9 -0.8
C 2.1761 -2.5166 1.6451 -0.3 0.1 0.0
C 3.3975 -3.1544 1.4816 0.1 0.0 0.0
C 1.3995 -2.6106 2.9636 -0.1 0.0 0.0
C 0.1079 -3.4183 2.7544 0.1 0.1 0.0
C 1.0454 -1.1939 3.4537 0.0 -0.1 0.0
C 2.2187 -3.2845 4.0681 -0.1 0.0 -0.1
H 6.7771 -5.2377 1.0883 0.0 0.0 0.0
H 5.9439 -4.2104 2.2552 0.0 0.0 0.0
H 5.0528 -5.4770 1.3832 0.0 0.0 0.1
H 7.6279 -3.1697 0.0368 0.0 0.0 0.0
H 6.5283 -2.0152 -0.7289 0.0 0.0 0.0
H 6.6413 -2.0835 1.0294 0.0 0.0 0.0
H 6.4604 -5.0731 -1.2817 0.0 0.0 0.0
H 4.7052 -5.2579 -1.1482 0.0 0.0 0.0
H 5.3867 -3.8778 -2.0137 0.0 0.0 0.0
H 4.3430 -1.9647 -1.5165 0.0 0.0 0.0
H 4.2279 1.4590 -2.5133 0.0 0.0 0.0
H 3.5040 4.8223 0.0051 0.0 0.0 0.0
H 0.0567 4.9558 -0.3788 0.0 0.1 0.0
H -0.7250 3.5274 0.3127 -0.1 0.0 -0.1
H -0.6938 5.0424 1.2259 0.0 0.0 0.0
H 2.0111 6.0188 0.9338 0.0 0.0 0.0
H 1.2616 5.7143 2.4974 0.0 0.0 0.0
H 2.8627 5.0523 2.1625 0.0 0.1 0.0
H 0.3790 2.2083 2.1200 0.0 0.0 0.0
H 1.8777 2.7758 2.8707 0.0 0.0 0.0
H 0.3561 3.6360 3.1587 0.0 0.0 0.0
H 4.0125 4.5583 -3.7557 0.0 0.0 0.0
H 5.7603 4.5265 -4.0416 0.0 0.0 0.0
H 4.8451 3.0179 -3.9637 0.0 0.0 0.0
H 4.3928 5.9763 -1.7002 0.0 0.1 0.0
H 5.5876 5.4739 -0.4859 0.0 0.0 0.0
H 6.1084 5.9177 -2.1144 0.0 0.0 0.0
H 6.4448 2.2029 -2.1039 0.0 0.0 0.0
H 7.3248 3.7345 -2.1913 0.0 0.0 0.0
H 6.6570 3.1774 -0.6474 0.0 0.0 0.0
H 3.7531 -3.7720 2.2933 0.0 0.0 0.0
H -0.5297 -2.9236 2.0246 0.0 -0.1 0.0
H 0.3412 -4.4252 2.4019 0.0 0.0 0.0
H -0.4399 -3.4992 3.6964 0.0 0.0 0.0
H 0.3796 -0.6939 2.7565 0.0 0.1 0.0
H 0.5438 -1.2529 4.4222 0.0 0.0 0.0
H 1.9500 -0.5936 3.5693 0.0 0.0 0.0
H 2.3949 -4.3407 3.8557 0.1 0.0 0.0
H 3.1776 -2.7836 4.2113 0.0 0.0 0.0
H 1.6669 -3.2226 5.0071 0.0 0.0 0.0
S -2.6190 -1.5737 -7.3048 0.0 0.0 -0.2
C -2.4547 -0.7456 -5.8945 0.0 0.1 0.2
S -1.0604 0.2766 -5.5697 -0.4 -0.2 0.4
C -1.6255 0.5178 -3.9188 -0.3 -0.4 -0.7
N -2.7533 -0.0516 -3.6931 -0.1 0.1 0.4
N -3.2469 -0.7287 -4.7785 0.4 0.2 -0.4
C -4.5227 -1.3391 -4.5822 -0.2 -0.1 0.1
C -5.3408 -1.7402 -5.6352 0.1 0.1 0.0
C -6.5620 -2.3400 -5.3650 0.0 0.0 0.1
C -6.9818 -2.5454 -4.0618 -0.1 0.0 0.0
C -6.1887 -2.1000 -3.0150 0.0 0.0 0.0
C -4.9743 -1.4867 -3.2688 0.1 -0.1 0.0
S -0.7408 1.4343 -2.7667 0.2 0.1 0.6
H -5.0331 -1.5868 -6.6534 0.0 0.0 0.0
H -7.1937 -2.6441 -6.1889 0.0 0.0 0.0
H -7.9264 -3.0330 -3.8597 0.0 0.0 0.0
H -6.5226 -2.2209 -1.9914 0.0 0.0 0.0
H -4.3714 -1.1068 -2.4604 0.1 -0.1 0.1
C -4.5781 0.9658 2.1640 0.2 -0.1 -0.2
C -4.5170 0.7726 0.6505 -0.1 0.3 0.3
C -5.8321 0.1997 0.1477 0.2 0.0 0.0
O -3.4481 -0.1680 0.3801 -0.1 -0.4 -0.1
B -2.3299 0.5354 -0.0115 -0.5 0.4 -0.2
O -2.6067 1.8732 -0.1371 0.0 0.3 0.3
C -4.0358 2.0605 -0.0944 -0.2 -0.1 -0.2
C -4.3429 3.3804 0.5918 0.2 -0.2 0.0
C -4.5085 2.1051 -1.5483 0.2 -0.1 0.2
H -4.7759 0.0051 2.6394 0.0 0.0 0.0
H -5.3696 1.6652 2.4304 0.0 0.0 0.1
H -3.6192 1.3347 2.5293 0.0 0.1 0.1
H -6.0969 -0.6770 0.7398 0.0 0.0 0.0
H -5.7629 -0.1005 -0.8962 0.0 0.1 0.0
H -6.6216 0.9448 0.2518 -0.1 0.0 0.0
H -3.8915 3.4285 1.5807 -0.1 0.0 0.0
H -5.4209 3.5281 0.6673 0.0 0.0 0.0
H -3.9187 4.1829 -0.0113 0.0 0.0 0.0
H -4.2795 1.1620 -2.0447 -0.1 0.0 -0.1
H -3.9547 2.8898 -2.0638 0.0 0.0 0.0
H -5.5764 2.3130 -1.6135 0.0 0.0 0.0
N -2.3161 -3.7215 -1.7744 0.0 0.1 0.0
C -1.4128 -3.7208 -2.8077 0.1 0.1 -0.1
C -0.7379 -2.5482 -2.7068 0.1 -0.1 -0.2
N -1.2281 -1.8372 -1.6321 -0.1 -0.3 -0.1
C -2.1779 -2.5770 -1.0900 0.0 0.1 0.1
H -2.9843 -4.4453 -1.5765 0.0 0.0 0.0
H -1.3233 -4.5290 -3.5101 0.0 0.0 0.0
H 0.0687 -2.1794 -3.3168 -0.1 0.1 0.0
H -2.7596 -2.2898 -0.2293 0.0 0.0 0.0
```
Forces are in eV/Å.

Löwdin atomic charge list, values in e, 8 entries:
1. Re 1.345
2. C -0.066
3. C -0.560
4. C -0.045
5. C -0.050
6. C -0.176
7. C -0.083
8. C -0.376


Repeat the second record exactly.
C5H11NO in the gas phase. Source: OMol25; level of theory: wB97M-V/def2-TZVPD.

Computed properties:
E_HOMO in hartree: -0.34904
Structure (SMILES): CC[C@@H](C)NC=O
Energy relative to the best compared isomer or geometry (same formula, charge and spin) in kJ/mol: 155.06
Lowest unoccupied orbital energy in hartree: 0.034
Orbital gap in eV: 10.410

```
18
Properties=species:S:1:pos:R:3:forces:R:3
C 1.1600 -1.3717 -1.3029 0.0 -0.1 0.3
C 0.8340 0.0495 -0.8354 0.2 0.1 1.2
C -0.1278 0.0281 0.5956 0.3 -0.2 -0.9
C 0.2646 0.2075 2.1193 0.3 0.0 -0.5
N -1.2350 0.9469 0.3892 -0.1 0.1 -0.3
C -1.8010 0.9373 -0.8310 -0.2 -0.2 -0.3
O -1.5507 0.0589 -1.6358 -1.2 0.2 -0.2
H 1.6284 -1.9302 -0.4936 0.1 -0.2 0.0
H 0.2493 -1.9003 -1.6153 0.1 0.2 0.2
H 1.8477 -1.3972 -2.1618 -0.2 0.2 0.3
H 1.7206 0.6341 -0.6506 0.7 -0.1 0.5
H 0.4228 0.5297 -1.7425 -0.3 0.1 1.2
H -0.5140 -0.9900 0.5403 -0.2 -0.1 0.0
H 1.1556 -0.3426 2.4292 0.0 0.0 -0.3
H 0.3944 1.2476 2.4580 0.1 -0.2 -0.5
H -0.5523 -0.1868 2.7581 0.2 0.1 -0.6
H -1.4581 1.6778 1.0487 0.2 -0.1 -0.1
H -2.4385 1.8015 -1.0695 -0.2 -0.1 0.1
```
Forces are in eV/Å.

natural (NBO) atomic charge list, values in e, 8 entries:
1. C -0.619
2. C -0.392
3. C -0.038
4. C -0.625
5. N -0.624
6. C 0.521
7. O -0.624
8. H 0.193